# 1
{
  "formula": "C3H8N2",
  "method": "ωB97M-V/def2-TZVPD",
  "e_lumo_ev": 1.0923,
  "e_above_lowest_kj_mol": 127.32,
  "charge": 0,
  "multiplicity": 1,
  "smiles": "[H]/N=C/NCC",
  "homo_ev": -9.0,
  "species": ["N", "N", "C", "C", "C", "H", "H", "H", "H", "H", "H", "H", "H"],
  "xyz": [[1.86, 2.13, 0.30], [0.66, 0.19, -0.04], [0.75, 1.56, 0.13], [-0.89, -1.68, -0.58], [-0.60, -0.48, 0.33], [-1.40, 0.22, 0.20], [-0.21, 2.07, 0.06], [-0.59, -2.61, -0.09], [1.77, 3.14, 0.35], [-1.95, -1.79, -0.83], [1.46, -0.28, 0.36], [-0.38, -1.65, -1.54], [-0.50, -0.83, 1.35]]
}

# 2
{
  "formula": "C3H8N2",
  "method": "ωB97M-V/def2-TZVPD",
  "e_lumo_ev": 0.8910,
  "e_above_lowest_kj_mol": 328.93,
  "charge": 0,
  "multiplicity": 1,
  "smiles": "C=NC.C=N",
  "homo_ev": -9.5,
  "species": ["N", "N", "C", "C", "C", "H", "H", "H", "H", "H", "H", "H", "H"],
  "xyz": [[-0.04, -0.43, 0.97], [-0.21, 0.90, -1.96], [1.35, -0.87, 1.12], [-0.56, 0.03, 2.03], [-1.15, 0.81, -2.80], [-0.23, 0.16, -1.26], [-1.16, 1.51, -3.64], [-1.71, -0.11, -2.97], [1.91, 0.01, 1.42], [-0.12, -0.11, 3.03], [-1.22, 0.90, 2.01], [1.70, -1.19, 0.13], [1.43, -1.60, 1.93]]
}

# 3
{
  "formula": "C3H8N2",
  "method": "ωB97M-V/def2-TZVPD",
  "e_lumo_ev": 0.8071,
  "e_above_lowest_kj_mol": 267.17,
  "charge": 0,
  "multiplicity": 1,
  "smiles": "C=CN.C=N",
  "homo_ev": -8.8,
  "species": ["N", "N", "C", "C", "C", "H", "H", "H", "H", "H", "H", "H", "H"],
  "xyz": [[2.05, -3.13, -3.22], [-0.88, 1.20, 0.95], [-1.11, 1.98, 2.12], [-1.99, 2.94, 2.25], [1.89, -2.99, -1.98], [-2.22, 3.35, 3.22], [2.75, -3.03, -1.31], [0.95, -3.07, -1.46], [1.14, -3.11, -3.69], [-0.64, 1.51, 2.98], [-2.61, 3.37, 1.47], [0.09, 0.91, 1.03], [-1.02, 1.85, 0.18]]
}

# 4
{
  "formula": "C3H8N2",
  "method": "ωB97M-V/def2-TZVPD",
  "e_lumo_ev": 0.8974,
  "e_above_lowest_kj_mol": 395.07,
  "charge": 0,
  "multiplicity": 1,
  "homo_ev": -7.6,
  "species": ["N", "N", "C", "C", "C", "H", "H", "H", "H", "H", "H", "H", "H"],
  "xyz": [[2.73, -0.14, -0.87], [2.01, -0.39, 0.23], [-0.38, 0.62, 0.29], [0.78, -0.18, 0.84], [-1.41, -0.23, -0.40], [-0.70, 1.22, 1.14], [2.46, 0.78, -1.29], [0.77, -0.66, 1.84], [-1.96, 0.39, -1.12], [-2.02, -0.82, 0.25], [-0.10, 1.50, -0.34], [2.34, -1.27, 0.71], [-0.91, -1.05, -0.99]]
}

# 5
{
  "formula": "C3H8N2",
  "method": "ωB97M-V/def2-TZVPD",
  "e_lumo_ev": 1.0322,
  "e_above_lowest_kj_mol": 217.87,
  "charge": 0,
  "multiplicity": 1,
  "smiles": "[H]/N=C\\NCC",
  "homo_ev": -9.0,
  "species": ["N", "N", "C", "C", "C", "H", "H", "H", "H", "H", "H", "H", "H"],
  "xyz": [[0.87, -0.19, 0.44], [3.28, -0.09, -0.26], [2.05, 0.19, -0.25], [-0.47, 0.46, 0.47], [-1.60, -0.18, -0.40], [0.99, -1.19, 0.78], [-1.83, -1.12, 0.08], [-2.58, 0.36, -0.38], [-0.19, 1.43, 0.25], [1.98, 1.16, -0.70], [-1.26, -0.51, -1.37], [3.52, -1.05, 0.05], [-0.84, 0.48, 1.55]]
}

# 6
{
  "formula": "C3H8N2",
  "method": "ωB97M-V/def2-TZVPD",
  "e_lumo_ev": 1.1058,
  "e_above_lowest_kj_mol": 214.69,
  "charge": 0,
  "multiplicity": 1,
  "smiles": "C/C(N)=C/N",
  "homo_ev": -7.3,
  "species": ["N", "N", "C", "C", "C", "H", "H", "H", "H", "H", "H", "H", "H"],
  "xyz": [[0.17, 1.12, -0.84], [-1.85, -0.54, -0.10], [1.85, -0.13, 0.37], [-0.58, -0.75, 0.53], [0.41, 0.07, 0.03], [2.44, -0.29, -0.53], [-1.99, 0.47, 0.03], [0.71, 1.99, -0.97], [2.07, -1.01, 1.02], [2.20, 0.75, 0.82], [-2.48, -0.88, 0.60], [-0.63, -1.30, 1.51], [-0.70, 1.10, -1.41]]
}

# 7
{
  "formula": "C3H8N2O",
  "method": "ωB97M-V/def2-TZVPD",
  "e_lumo_ev": [4.2344, 4.0215],
  "e_above_lowest_kj_mol": 119.42,
  "charge": -1,
  "multiplicity": 2,
  "homo_ev": [0.6, -3.6],
  "species": ["O", "N", "N", "C", "C", "C", "H", "H", "H", "H", "H", "H", "H", "H"],
  "xyz": [[-1.44, -2.13, -1.02], [0.38, 1.55, 0.19], [0.69, -1.32, -1.16], [1.06, 1.08, 1.24], [-0.26, -2.24, -0.80], [-1.05, 1.54, 0.13], [-1.53, 1.16, 1.05], [-1.27, 2.53, -0.29], [0.15, -3.09, -0.23], [2.14, 1.09, 1.25], [-1.39, 0.86, -0.69], [0.41, -0.36, -0.94], [0.49, 0.92, 2.17], [1.62, -1.58, -0.90]]
}

# 8
{
  "formula": "C3H8N2O",
  "method": "ωB97M-V/def2-TZVPD",
  "e_lumo_ev": 0.8444,
  "e_above_lowest_kj_mol": 180.33,
  "charge": 0,
  "multiplicity": 1,
  "smiles": "[H]/N=C/N.CC=O",
  "homo_ev": -9.3,
  "species": ["O", "N", "N", "C", "C", "C", "H", "H", "H", "H", "H", "H", "H", "H"],
  "xyz": [[1.78, -1.02, 3.28], [-1.21, -0.22, -2.94], [-0.48, 1.36, -1.43], [0.52, -0.71, 1.15], [-1.31, 0.99, -2.34], [0.95, -0.47, 2.61], [-1.64, -0.37, -3.83], [-0.54, -0.91, -2.65], [0.44, 0.43, 3.02], [-0.37, -0.09, 1.09], [1.30, -0.17, 0.60], [-0.87, 2.15, -0.94], [0.38, -1.75, 0.90], [-2.03, 1.67, -2.79]]
}

# 9
{
  "formula": "C3H8N2O",
  "method": "ωB97M-V/def2-TZVPD",
  "e_lumo_ev": 1.0013,
  "e_above_lowest_kj_mol": 225.33,
  "charge": 0,
  "multiplicity": 1,
  "smiles": "C=CN.NC=O",
  "homo_ev": -7.9,
  "species": ["O", "N", "N", "C", "C", "C", "H", "H", "H", "H", "H", "H", "H", "H"],
  "xyz": [[1.71, -0.81, 0.32], [1.19, 1.44, 0.37], [-0.65, -0.73, -1.17], [-1.91, -0.51, -0.64], [1.85, 0.31, 0.76], [-2.24, 0.15, 0.49], [0.86, 1.69, -0.55], [2.69, 0.44, 1.45], [-3.28, 0.22, 0.75], [0.58, 1.76, 1.12], [-2.64, -0.60, -1.44], [-1.46, 0.53, 1.13], [-0.70, -0.94, -2.15], [0.22, -1.08, -0.75]]
}

# 10
{
  "formula": "C3H8N2O",
  "method": "ωB97M-V/def2-TZVPD",
  "e_lumo_ev": 0.9661,
  "e_above_lowest_kj_mol": 478.65,
  "charge": 0,
  "multiplicity": 1,
  "smiles": "C=NNCCO",
  "homo_ev": -9.0,
  "species": ["O", "N", "N", "C", "C", "C", "H", "H", "H", "H", "H", "H", "H", "H"],
  "xyz": [[0.37, 1.71, -1.03], [-0.93, 0.11, 0.74], [-0.22, -0.92, 0.26], [-1.68, 0.22, 1.83], [1.08, -0.63, -0.41], [1.05, 0.43, -1.54], [0.21, 0.23, -2.26], [-2.02, -0.48, 2.72], [1.94, 0.77, -2.00], [-0.07, -1.74, 0.93], [-2.36, 1.03, 1.94], [-0.68, 1.33, -0.70], [1.36, -1.59, -0.86], [1.95, -0.48, 0.37]]
}

# 11
{
  "formula": "C3H8N2O",
  "method": "ωB97M-V/def2-TZVPD",
  "e_lumo_ev": 0.6046,
  "e_above_lowest_kj_mol": 485.32,
  "charge": 0,
  "multiplicity": 1,
  "homo_ev": -7.5,
  "species": ["O", "N", "N", "C", "C", "C", "H", "H", "H", "H", "H", "H", "H", "H"],
  "xyz": [[-0.72, 0.38, -1.92], [0.85, 0.00, 1.20], [1.87, 0.28, -0.91], [-1.35, -0.03, 1.43], [-0.49, -0.23, -0.68], [0.80, -0.03, -0.11], [1.67, 0.38, -1.89], [2.54, 0.94, -0.56], [1.75, -0.35, 1.56], [-2.25, -0.49, 1.03], [-1.39, 1.04, 1.48], [-1.06, -0.52, 2.35], [-0.89, -1.23, -0.58], [-1.35, -0.15, -2.42]]
}

# 12
{
  "formula": "C3H8N2O",
  "method": "ωB97M-V/def2-TZVPD",
  "e_lumo_ev": 0.6920,
  "e_above_lowest_kj_mol": 607.04,
  "charge": 0,
  "multiplicity": 1,
  "homo_ev": -8.0,
  "species": ["O", "N", "N", "C", "C", "C", "H", "H", "H", "H", "H", "H", "H", "H"],
  "xyz": [[-0.47, 0.91, -1.22], [-1.10, 0.66, 1.52], [-0.11, -1.96, 1.04], [-0.10, -0.85, -0.36], [-0.63, -0.04, 0.66], [0.59, 1.80, -1.17], [-1.23, 0.29, 2.45], [0.55, 2.50, -2.02], [-0.65, -2.80, 0.87], [1.58, 1.30, -1.23], [0.82, -2.17, 1.39], [-0.79, -1.30, -1.06], [0.60, 2.42, -0.25], [0.95, -0.78, -0.60]]
}

# 13
{
  "formula": "C3H8N2O",
  "method": "ωB97M-V/def2-TZVPD",
  "e_lumo_ev": 1.0617,
  "e_above_lowest_kj_mol": 241.89,
  "charge": 0,
  "multiplicity": 1,
  "smiles": "CN(C)/N=C/O",
  "homo_ev": -7.8,
  "species": ["O", "N", "N", "C", "C", "C", "H", "H", "H", "H", "H", "H", "H", "H"],
  "xyz": [[-2.35, 1.79, -0.91], [-0.44, 0.65, -0.57], [0.53, 0.02, 0.14], [0.21, -0.84, 1.26], [1.55, -0.51, -0.74], [-1.51, 1.12, -0.10], [-1.98, 1.75, -1.81], [0.01, -1.87, 0.95], [1.06, -0.83, 1.95], [1.26, -1.46, -1.21], [-1.88, 1.11, 0.93], [1.75, 0.22, -1.51], [2.46, -0.68, -0.16], [-0.67, -0.46, 1.78]]
}

# 14
{
  "formula": "C3H8N2O",
  "method": "ωB97M-V/def2-TZVPD",
  "e_lumo_ev": [0.5510, 0.5526],
  "e_above_lowest_kj_mol": 694.78,
  "charge": 0,
  "multiplicity": 1,
  "homo_ev": [-6.6, -6.7],
  "species": ["O", "N", "N", "C", "C", "C", "H", "H", "H", "H", "H", "H", "H", "H"],
  "xyz": [[0.42, 0.43, -2.35], [0.05, -0.22, 2.63], [1.45, -1.12, -0.11], [-0.72, 0.30, -1.53], [0.47, -0.51, 0.24], [-0.53, 0.25, 0.75], [0.05, -1.24, 2.75], [1.02, 0.07, 2.79], [-1.27, -0.58, -1.87], [0.68, 1.36, -2.37], [1.62, -1.08, -1.13], [-1.37, 1.18, -1.60], [-0.37, 1.31, 0.91], [-1.51, -0.17, 0.88]]
}

# 15
{
  "formula": "C3H8N2O",
  "method": "ωB97M-V/def2-TZVPD",
  "e_lumo_ev": 1.0726,
  "e_above_lowest_kj_mol": 607.48,
  "charge": 0,
  "multiplicity": 1,
  "homo_ev": -7.5,
  "species": ["O", "N", "N", "C", "C", "C", "H", "H", "H", "H", "H", "H", "H", "H"],
  "xyz": [[2.14, -0.62, -0.32], [2.03, 0.11, 0.84], [-1.51, -0.98, -0.25], [1.34, -0.42, 1.73], [-0.72, -0.13, -0.80], [-1.27, 1.23, -1.04], [-1.24, -1.92, -0.25], [-1.83, 1.79, -0.39], [1.07, -1.44, 1.87], [-0.29, 1.81, -1.14], [-2.30, -0.73, 0.24], [-1.75, 1.30, -2.10], [1.65, 0.10, 2.63], [2.70, -0.11, -1.01]]
}

# 16
{
  "formula": "C3H8N2O",
  "method": "ωB97M-V/def2-TZVPD",
  "e_lumo_ev": 1.0154,
  "e_above_lowest_kj_mol": 188.84,
  "charge": 0,
  "multiplicity": 1,
  "smiles": "NCNCC=O",
  "homo_ev": -9.3,
  "species": ["O", "N", "N", "C", "C", "C", "H", "H", "H", "H", "H", "H", "H", "H"],
  "xyz": [[3.46, -0.23, 0.69], [-0.03, 0.41, 0.11], [-2.19, 0.51, -0.80], [1.10, -0.41, 0.43], [2.43, 0.25, 0.28], [-1.31, -0.30, 0.01], [-1.77, -0.50, 0.98], [2.42, 1.24, -0.21], [0.08, 0.80, -0.83], [-2.17, 1.50, -0.60], [-1.04, -1.27, -0.44], [1.13, -1.26, -0.31], [1.00, -0.90, 1.40], [-3.13, 0.19, -0.70]]
}

# 17
{
  "formula": "C3H8N2O2",
  "method": "ωB97M-V/def2-TZVPD",
  "e_lumo_ev": [4.0562, 3.9461],
  "e_above_lowest_kj_mol": 143.88,
  "charge": -1,
  "multiplicity": 2,
  "homo_ev": [1.4, -4.5],
  "species": ["O", "O", "N", "N", "C", "C", "C", "H", "H", "H", "H", "H", "H", "H", "H"],
  "xyz": [[-2.73, 0.95, -0.23], [1.96, -0.09, 1.00], [-0.73, 0.20, 0.73], [2.31, -0.53, -1.24], [-2.13, -0.01, 0.62], [1.50, -0.24, -0.14], [0.03, -0.32, -0.39], [-0.25, 0.22, -1.31], [2.01, -0.06, -2.10], [3.28, -0.39, -0.99], [-0.38, -0.14, 1.61], [-2.37, -1.01, 0.23], [-0.20, -1.40, -0.59], [-2.05, 1.54, -0.62], [-2.55, 0.08, 1.63]]
}

# 18
{
  "formula": "C3H8N2O2",
  "method": "ωB97M-V/def2-TZVPD",
  "e_lumo_ev": [-0.2717, -0.2711],
  "e_above_lowest_kj_mol": 533.84,
  "charge": 0,
  "multiplicity": 1,
  "homo_ev": [-8.6, -8.6],
  "species": ["O", "O", "N", "N", "C", "C", "C", "H", "H", "H", "H", "H", "H", "H", "H"],
  "xyz": [[2.61, 0.69, -0.50], [-0.98, 1.98, 0.08], [-1.09, -0.24, -1.55], [-0.10, 0.42, -1.07], [1.89, 0.12, 0.28], [-0.21, -1.21, 0.89], [0.40, 0.00, 0.21], [0.32, -1.39, 1.83], [-0.04, 1.03, 0.69], [-1.69, -0.83, -0.97], [2.30, -0.33, 1.21], [-0.57, 2.83, -0.13], [-1.47, 0.11, -2.41], [-0.12, -2.13, 0.29], [-1.25, -1.05, 1.14]]
}

Table of strongest force on any atom (eV/Å), in record order: 1.55, 1.92, 1.76, 2.94, 3.79, 2.08, 1.68, 2.21, 2.22, 5.78, 1.78, 2.80, 0.76, 3.25, 4.42, 2.04, 2.23, 0.43
Table of E (eV), in record order: -6220.52724, -6218.43774, -6219.07776, -6217.75225, -6219.58875, -6219.62176, -8266.44063, -8267.45700, -8266.99061, -8264.36519, -8264.29599, -8263.03451, -8266.81898, -8262.12510, -8263.02996, -8267.36888, -10314.37756, -10311.41938